Computed, not measured: a structure of composition C14H31ClO14S2V, with ωB97M-V/def2-TZVPD.

XYZ file:
```
63
Properties=species:S:1:pos:R:3:mulliken_charge:R:1
O 0.9868 -0.9560 -1.1197 -0.375
V -0.3949 -0.6065 -0.4119 1.440
O -3.4842 -1.6133 -2.8063 -0.516
C -2.3566 -1.2409 -2.2448 0.701
O -1.5030 -2.0140 -1.9331 -0.622
O -2.0030 -0.0874 -1.8991 -0.771
H -3.4130 -2.5702 -2.7767 0.344
Cl 1.0301 -0.3476 1.9581 -0.628
C 1.0471 3.2832 -3.7362 -0.410
C 2.4615 2.7202 -3.5763 -0.679
C 2.2139 1.2566 -3.1912 -0.587
O 0.8923 1.2987 -2.6352 -0.051
C 0.1406 2.1960 -3.4120 -0.699
H 0.9226 3.7884 -4.6940 0.399
H 0.8810 4.1250 -3.0640 0.106
H 3.0887 3.1412 -2.7904 0.283
H 3.0706 2.8082 -4.4759 0.346
H 2.8466 0.8321 -2.4117 0.255
H 2.1098 0.5361 -4.0024 0.381
H -0.7299 2.5061 -2.8339 0.284
H -0.1719 1.5524 -4.2343 0.457
O -0.4861 1.5895 -0.1919 -0.289
S -0.1120 2.9668 0.0779 1.104
O -0.6024 3.9438 -0.8678 -0.699
O -0.4823 3.4331 1.6215 -0.079
C -0.3296 4.7936 1.9932 -0.236
C 0.0104 4.7749 3.4927 -1.124
C 1.7608 3.0472 0.1366 -0.519
H -1.1981 5.4196 1.7880 0.293
H 0.4589 5.3108 1.4465 0.338
H 0.9566 4.2669 3.6789 0.296
H -0.7689 4.1841 3.9741 0.227
H 0.0707 5.7839 3.9006 0.407
H 1.9576 4.0715 0.4531 0.461
H 2.1498 2.8248 -0.8570 -0.111
H 2.0858 2.3183 0.8791 0.253
O -0.3095 -2.9872 0.4205 -0.145
S -0.1484 -4.3656 0.9260 0.884
O -1.2363 -5.3169 0.7297 -0.634
O 1.2363 -5.0469 0.2360 -0.412
C 2.2854 -4.1871 -0.1211 0.143
C 3.4395 -5.1118 -0.6571 -1.381
C 0.4076 -4.3923 2.7147 -1.024
H 2.6248 -3.7199 0.8033 0.333
H 1.8268 -3.5879 -0.9078 0.172
H 3.8141 -5.8206 0.0814 0.348
H 4.2911 -4.4853 -0.9220 0.372
H 3.0882 -5.7964 -1.4291 0.349
H 1.2384 -5.0851 2.8487 0.384
H -0.4284 -4.7125 3.3365 0.387
H 0.7102 -3.4320 3.1321 0.307
C -2.1787 0.9959 3.0079 -0.334
O -3.1473 -0.0666 2.9227 -0.404
C -3.0532 -0.9036 1.9167 0.728
O -2.2931 -0.7577 0.9655 -0.475
O -3.9067 -1.8676 2.0520 -0.413
C -3.9003 -2.9561 1.1376 -0.309
H -1.8374 1.3705 2.0429 0.006
H -1.3105 0.7585 3.6226 0.298
H -2.6655 1.8771 3.4258 0.309
H -3.8368 -2.5784 0.1171 0.053
H -4.7978 -3.5742 1.1140 0.340
H -3.0187 -3.5874 1.2489 0.135
```

Its HOMO-LUMO gap (spin up / spin down) is 8.657 / 9.303 eV. As for the spin multiplicity: 2. The energy is -103565.43320 eV. As for the expectation value of S²: 0.79.

=====

Computed, not measured: a structure of composition C14H31CuN5O8, with ωB97M-V/def2-TZVPD.

XYZ file:
```
59
Properties=species:S:1:pos:R:3:mulliken_charge:R:1
Cu 0.6554 -0.0422 -0.8298 1.581
C 1.8522 -0.3120 -3.2124 0.673
O 2.6426 -0.6496 -4.0709 -0.733
O 0.7800 -0.8611 -2.9313 -0.499
O 2.1562 0.5579 -2.3634 -0.786
C -1.5607 -3.7533 -1.4773 -1.613
C -0.8389 -3.0938 -0.3582 0.631
O -0.1774 -2.1080 -0.4577 -0.461
N -0.9111 -3.7434 0.7513 -0.156
C -0.4982 -3.1742 2.0556 -0.341
H -1.5179 -3.1189 -2.3626 0.236
H -2.6367 -3.8357 -1.3233 0.405
H -1.0504 -4.6972 -1.6689 0.432
H -1.3502 -4.6478 0.6550 0.232
H 0.2837 -2.4197 1.9699 -0.222
H -0.1198 -3.9111 2.7641 0.404
H -1.2563 -2.5339 2.5065 0.130
C -3.2532 0.0375 -2.5387 -1.140
C -2.1639 1.1089 -2.3536 0.609
O -1.2157 0.7676 -1.6633 -0.368
N -2.2574 2.3572 -2.8793 -0.263
C -1.2202 3.4782 -2.7311 -0.676
H -3.8433 0.1377 -3.4497 0.425
H -4.0293 0.2567 -1.8054 0.338
H -2.9020 -0.9939 -2.5071 0.041
H -3.1034 2.6183 -3.3653 0.209
H -0.9601 4.0886 -3.5959 0.390
H -0.3152 2.8961 -2.5574 0.022
H -1.2305 4.1673 -1.8867 0.283
C 2.0445 -0.1170 3.1137 -1.027
C 2.4907 -0.8788 1.9459 0.426
O 2.1726 -0.5040 0.7958 -0.633
N 3.2249 -1.9259 2.1803 -0.125
C 3.7568 -2.8356 1.1257 -0.975
H 2.8243 0.3698 3.6994 0.467
H 1.2660 -0.4928 3.7776 0.296
H 1.7735 0.8545 2.7003 0.036
H 3.3730 -2.1946 3.1426 0.252
H 3.3543 -2.7596 0.1157 0.298
H 3.7770 -3.8273 1.5779 0.304
H 4.7669 -2.4264 1.1105 0.404
O 0.5704 2.2425 -0.0835 -0.129
C 1.4804 3.0243 -0.0213 0.454
N 2.5410 2.7711 -0.7049 -0.285
C 1.4078 4.3227 0.8467 -1.301
H 2.4886 2.0067 -1.3629 0.274
H 3.1276 3.5604 -0.9348 0.230
H 2.3440 4.8342 1.0705 0.415
H 1.1590 3.8853 1.8136 0.269
H 0.7090 5.0017 0.3581 0.278
O -0.5607 0.0485 1.2674 0.144
C -1.6627 0.4137 1.7334 0.476
N -2.3957 -0.1591 2.6594 -0.364
C -2.4626 1.5457 1.0792 -1.079
H -1.8902 -0.7141 3.3351 0.289
H -3.3945 -0.1671 2.8092 0.168
H -2.9609 1.0875 0.2249 0.098
H -1.9921 2.4506 0.6945 0.071
H -3.2910 2.0072 1.6167 0.488
```

The relative energy (zero: lowest compared OMol25 entry of this formula, charge and spin) is 331.79 kJ/mol. Its HOMO-LUMO gap (spin up / spin down) is 7.341 / 6.780 eV. As for the spin multiplicity: 2. The energy is -83489.89365 eV. As for the expectation value of S²: 0.76.